{"formula": "C4H9NOS", "method": "ωB97M-V/def2-TZVPD", "total_energy_ev": -18662.549, "lumo_ev": -2.60, "gap_ev": 4.957, "relative_energy_kcal_mol": 114.79, "e_homo_ev": -7.6, "elements": ["C", "N", "C", "C", "S", "C", "O", "H", "H", "H", "H", "H", "H", "H", "H", "H"], "positions_angstrom": [[0.125478, -0.934291, 1.930334], [-0.064137, 0.466155, 1.496712], [-0.307990, 0.603686, 0.155159], [0.566987, 1.362877, -0.714188], [2.276583, 1.571960, -0.204865], [-1.602477, 0.166682, -0.282441], [-1.999296, 0.206620, -1.426060], [0.203000, -0.919937, 3.011730], [0.918073, -1.408557, 1.353086], [-0.750947, -1.558746, 1.713626], [0.747384, 1.037459, 1.726216], [0.661895, -1.925795, -3.667529], [0.146924, 2.371316, -0.838882], [0.553983, 0.855449, -1.691138], [0.794033, -1.604500, -3.021560], [-2.269489, -0.290384, 0.459806]], "atomic_forces_ev_per_a": [[-1.31, -0.37, 0.28], [0.49, -0.43, -2.56], [0.78, 1.50, 2.08], [1.16, -0.25, 0.48], [-0.49, 0.15, 0.23], [-1.87, -1.67, -1.17], [0.44, 0.35, 0.04], [0.59, -0.26, -0.02], [0.46, 0.24, 0.59], [-0.13, 0.43, -0.02], [0.50, -0.11, -0.02], [-0.07, -0.13, -0.26], [-0.23, -0.02, -0.34], [-0.47, 0.21, -0.05], [0.07, 0.13, 0.27], [0.07, 0.22, 0.47]], "lowdin_charge": [-0.043, 0.024, -0.281, -0.670, 0.390, -0.211, 0.092, 0.091, 0.096, 0.085, 0.073, 0.020, 0.111, 0.088, 0.005, 0.131]}